Record 1
The following is a quantum chemistry calculation of C25H49AuN8O2P as an isolated structure, from the OMol25 dataset.

Geometry (Å):
N 1.61292 -0.53514 -1.66002
N -0.17707 0.65998 0.08623
H 2.34469 4.09843 4.32240
H 2.26506 0.00155 0.22498
H 0.31519 -5.63038 2.14770
C 0.57604 4.59585 2.44749
H 1.00071 1.49059 4.67125
H 4.18925 -3.41758 -1.54530
H 2.53996 -2.43760 0.03982
H -0.76426 0.04175 4.47141
P 0.06587 0.06553 -1.30380
C -0.46690 -5.19701 2.76964
C -0.31364 3.75787 -3.97482
H 1.49558 2.87535 1.41317
H -3.08678 -0.91703 -3.76477
C 1.23921 2.23257 3.90220
N 0.36786 -3.13349 1.71481
H -1.41909 -3.87614 5.45786
H -0.20198 5.23806 2.02618
H 3.47010 0.25226 -1.06801
H -0.67084 -0.70415 -3.97845
H -0.43859 -2.40124 -3.47709
C -2.48870 -1.83315 -3.79837
C -0.32068 -3.70149 2.67942
H 4.59880 -1.80245 -2.13914
C -0.92281 -2.82875 3.65717
H -2.13348 1.11880 -2.65645
N 0.19435 2.21362 2.88820
C -3.06003 -2.37985 -1.44284
H -2.40490 3.19585 -4.03953
C 2.63808 -2.46666 -2.72909
C 0.53285 3.16672 1.83739
O 0.99692 -3.86097 0.88090
H -0.20481 3.05897 1.04274
H 1.93802 1.78517 -2.25639
N -1.05296 -1.05082 -1.96925
N 0.35768 4.54181 3.90028
C 1.03560 3.07549 -3.75012
H 1.84244 3.81245 -3.69748
C 0.98098 2.26747 -2.45558
C -1.92801 -3.37184 4.63397
H -1.81058 2.62378 2.63818
C 2.68467 -0.42834 -0.68451
H -1.54030 2.55317 -1.80539
H -2.46997 -2.18960 -4.83290
Au 0.04936 -0.76275 1.56162
H -2.58662 -4.08638 4.14327
H -0.31583 4.30622 -4.92142
H 2.90620 -0.40959 -3.29252
H 1.24979 2.39556 -4.57980
C 3.30305 -1.79686 -0.41070
C 3.78878 -2.41594 -1.72264
C -0.96856 3.97748 4.15911
H -1.08537 3.89021 5.24268
C -3.12404 -2.87707 -2.88440
C -1.36124 1.88868 -2.66678
C -1.61776 -2.05484 -1.07097
H 2.97373 -2.88054 -3.68606
H -1.42981 1.83552 4.16354
H -0.48076 4.48071 -3.16923
H -3.67243 -1.47859 -1.33964
N -0.05728 1.24532 -2.55998
C -1.42806 2.71094 -3.95396
H 1.29378 -1.02703 -3.66256
H -4.15673 -3.06899 -3.19050
C -1.09257 2.59755 3.45953
H -2.56705 -3.81683 -2.96395
H 0.77110 2.94933 -1.61463
H -1.71738 4.68577 3.79451
C -1.06433 -1.50192 -3.34717
H 2.17143 1.92236 3.42559
H -3.45133 -3.13562 -0.75656
O -1.14960 -0.81462 4.66830
H 1.84484 -3.10574 -2.33172
C 1.35966 3.66134 4.50620
H 4.13528 -1.69701 0.29368
C 2.08744 -1.05270 -2.92113
H 1.18919 3.65269 5.58621
H -1.02197 -2.98121 -1.08816
H -1.43353 -5.53907 2.38584
N -0.54270 -1.60083 3.67771
H -1.57380 -1.65894 -0.05972
H -0.35197 -5.55974 3.79348
H -2.51537 -2.55371 5.04343
H -1.30699 2.04065 -4.81063
H 1.54301 5.07676 2.27606

Properties
E_LUMO, eV: 2.88
M, g mol⁻¹: 721.7
Gap between HOMO and LUMO, eV: 6.4
Energy above the lowest of the compared OMol25 structures with the same formula, charge and spin, kcal/mol: 26.18
HOMO, eV: -3.53
Charge: -1


Record 2
The following is a quantum chemistry calculation of C40H46AsF4N3OPRuSSi as an isolated structure, from the OMol25 dataset.

Geometry (Å):
C -1.80405 1.18843 1.38158
C -1.27652 2.89354 -2.60035
H -1.52865 0.11207 -4.49282
C 5.79391 1.56553 -4.26098
H 2.98204 -2.04130 0.25138
C 4.85443 2.68874 -2.36323
N 0.52164 -2.04605 2.16237
H -4.38570 3.89855 0.12991
S 1.22595 -3.16033 2.87990
H -2.78511 1.99402 7.23529
H -3.39360 -2.81895 3.68261
H -1.57267 -4.55309 -0.31232
H -4.83858 1.64191 -1.34938
P 0.59292 0.18953 -0.08665
C 2.19954 -2.25731 -5.07057
As 4.63669 -1.50194 -1.65123
H -1.53915 3.94090 -2.59764
C 4.91363 0.28215 -2.41499
H 1.27363 -4.09967 -5.64315
H 5.65633 3.69437 -4.07370
H -3.29678 0.84472 -1.58716
H -5.82969 1.65301 1.85638
C 3.01237 -1.61555 -4.15177
N -2.18331 -1.21624 3.07526
F -0.42939 1.97885 6.08439
C 3.38811 2.86762 2.40975
C -1.06361 -3.60462 -0.09723
C -3.06524 -2.34072 -0.28955
C 3.52264 -2.31188 -3.06230
H 1.79851 -0.11454 2.37684
C -1.35813 0.38762 4.62296
C 2.11360 2.60284 0.37883
C -0.57504 2.37452 -1.52541
C -1.47112 1.22935 5.70869
H -1.75196 1.53245 2.42689
H -4.60126 1.55185 3.09792
H 4.15076 1.44965 -0.77629
C -0.21877 1.02893 -1.49773
H -2.63449 3.84511 0.03749
H -2.20861 2.48314 -4.48868
C 2.95289 3.35460 1.18816
C 2.12321 0.86972 2.04786
H -2.68955 -1.82898 -1.17646
H -0.19720 -3.82938 0.51942
F -4.89034 0.61322 6.60893
C -1.63858 2.08406 -3.66405
H 3.52678 -0.36958 0.33960
Ru -0.82381 -0.69879 1.62216
C 2.38800 -4.29827 -3.82611
C -4.88127 1.19178 2.11252
C -2.45690 -3.30057 1.82518
F -4.71014 -1.03039 4.55091
C -4.13174 0.94886 -0.90270
H 4.04043 3.46364 3.03087
H -0.31862 3.03272 -0.70797
H -0.30011 -0.81604 -2.60131
H -3.76321 -1.68570 0.22497
H 6.26857 1.60025 -5.22950
H 1.82316 2.98430 -0.59009
H 3.34122 1.20974 3.77132
C -3.49125 3.53643 0.62808
C 3.20681 -3.65895 -2.91241
Si -3.58021 1.62850 0.79472
H -1.15242 1.87224 0.83270
H 2.16266 -0.02304 -1.87973
H -3.19720 -4.07437 1.57914
C 1.88999 -3.59758 -4.91322
C 5.44737 2.74099 -3.61330
H 2.14696 -5.34240 -3.69717
H -5.05661 0.12456 2.18759
H -4.02761 -1.89057 2.32365
C -2.40902 -0.44546 4.15409
C -1.27227 0.74789 -3.65820
C 1.90268 -0.71558 -1.06961
N -1.95883 -2.68327 0.59335
C 3.15687 -1.14051 -0.33893
H 1.80959 -1.70663 -5.91441
H 4.59821 3.60204 -1.84651
C -3.10277 -2.28620 2.76903
C -3.61059 -0.33888 4.90319
H 3.61664 -4.20681 -2.07037
H -3.59862 -3.24875 -0.60692
C -2.66683 1.32046 6.40477
H 3.24949 -0.56782 -4.29078
O 0.96962 -4.47220 2.28720
C 1.66675 1.36066 0.82103
H -1.61760 -3.78680 2.33138
H 1.43715 -1.59534 -1.51963
F -0.17386 0.32757 3.94586
H -3.41773 4.03100 1.59276
H -0.72774 -3.16437 -1.03533
C 4.59814 1.46799 -1.76202
H 3.27220 4.33023 0.85626
C 2.99221 1.60757 2.82982
C -3.71737 0.52385 5.98159
H 5.83166 -0.57498 -4.15240
C -0.57316 0.22831 -2.58533
H -4.63421 -0.00955 -0.84063
C 5.54283 0.34736 -3.65833

Properties
E_LUMO (spin up / spin down), eV: -2.69 / -5.41
M, g mol⁻¹: 927.9
Gap between HOMO and LUMO (spin up / spin down), eV: 7.6 / 4.9
Spin multiplicity: 5
HOMO (spin up / spin down), eV: -10.31 / -10.31
⟨S²⟩: 6.05
Charge: +1


Record 3
The following is a quantum chemistry calculation of a 3-piece molecular cluster, C4H17N2O2 overall, from the OMol25 dataset.

Geometry (Å):
H -1.57680 2.08405 1.89675
H -0.16789 -0.74285 -1.79399
H 1.62222 -0.16639 0.02511
C 1.09962 0.97178 -2.17144
H -3.11776 -1.57934 -1.36059
H 4.09300 -0.57481 1.08680
O -3.17429 -0.63630 -1.16164
H -2.13413 0.02945 0.85026
H 1.13846 2.02862 -1.89629
C -0.13024 -0.81386 0.91388
H -0.51962 -1.67507 0.36140
H 3.67450 -1.87886 0.39474
C -1.30140 -0.02632 1.53814
H -3.11362 -0.23116 -2.03436
H -0.25572 1.43892 2.70720
H -0.80989 0.81989 -1.22831
H -1.60417 -0.48702 2.46945
N -0.82436 1.37024 1.81102
N 0.63112 0.01478 0.00540
H 0.56148 -1.08964 1.70838
H 0.87522 0.87096 -3.24154
H 2.10636 0.54416 -2.05646
C 0.09241 0.21745 -1.32123
H -0.15730 1.57608 1.06240
O 3.56174 -0.92156 0.36185

Properties
E_LUMO (spin up / spin down), eV: 0.51 / 0.43
M, g mol⁻¹: 125.2
Gap between HOMO and LUMO (spin up / spin down), eV: 3.5 / 9.4
Spin multiplicity: 2
Energy above the lowest of the compared OMol25 structures with the same formula, charge and spin, kcal/mol: 16.59
HOMO (spin up / spin down), eV: -2.97 / -8.99
⟨S²⟩: 0.75